[1]
# C24H52BN6O11

7 unconnected molecules or ions with the total composition C24H52BN6O11 (ωB97M-V/def2-TZVPD, the Open Molecules 2025 dataset).

XYZ file:
```
94
C24H52BN6O11 ωB97M-V/def2-TZVPD
O 4.053 -1.372 -0.547
C 3.813 -0.716 -1.550
C 2.678 0.213 -1.726
B 2.351 1.186 -0.386
C 1.058 0.629 0.475
C -0.254 0.891 -0.202
O -1.320 1.001 0.355
O -0.205 1.041 -1.573
O 3.545 1.370 0.474
C 4.165 2.496 -0.113
C 2.995 3.450 -0.259
O 2.012 2.593 -0.849
H 4.502 -0.828 -2.419
H 1.803 -0.408 -1.957
H 2.876 0.822 -2.615
H 0.984 1.211 1.404
H 1.133 -0.421 0.781
H 0.145 1.934 -1.737
H 4.485 2.247 -1.136
H 5.004 2.873 0.481
H 3.161 4.294 -0.936
H 2.625 3.758 0.731
C 8.067 2.872 -3.080
C 7.303 1.630 -2.680
O 6.095 1.627 -2.541
N 8.022 0.495 -2.461
C 9.453 0.296 -2.562
H 7.350 3.677 -3.207
H 8.785 3.152 -2.308
H 8.602 2.716 -4.018
H 7.449 -0.288 -2.184
H 9.681 -0.471 -3.302
H 9.858 -0.013 -1.594
H 9.948 1.212 -2.867
C -4.172 2.046 -0.113
C -5.002 2.305 -1.344
O -4.716 3.148 -2.179
N -6.127 1.546 -1.507
C -6.641 0.506 -0.638
H -3.312 2.704 -0.121
H -4.767 2.236 0.784
H -3.807 1.022 -0.089
H -6.636 1.760 -2.349
H -6.690 -0.446 -1.172
H -7.644 0.759 -0.289
H -6.004 0.383 0.230
C 11.261 -2.564 -6.807
C 11.417 -1.926 -5.445
O 11.407 -0.718 -5.293
N 11.563 -2.759 -4.378
C 11.587 -4.207 -4.365
H 11.154 -1.769 -7.539
H 12.136 -3.165 -7.060
H 10.376 -3.200 -6.841
H 11.660 -2.273 -3.500
H 10.777 -4.600 -3.749
H 12.534 -4.573 -3.962
H 11.470 -4.594 -5.371
C -10.085 1.845 2.073
C -9.504 0.481 2.374
O -8.305 0.309 2.508
N -10.377 -0.555 2.492
C -11.824 -0.534 2.373
H -9.265 2.553 2.011
H -10.623 1.839 1.124
H -10.771 2.160 2.860
H -9.927 -1.435 2.688
H -12.286 -0.879 3.298
H -12.148 -1.189 1.562
H -12.185 0.468 2.171
C 8.517 -1.737 2.685
C 7.579 -0.661 2.166
O 7.866 0.523 2.280
N 6.437 -1.076 1.579
C 5.990 -2.441 1.370
H 9.381 -1.245 3.123
H 8.029 -2.346 3.447
H 8.849 -2.390 1.877
H 5.827 -0.338 1.245
H 5.845 -2.615 0.306
H 5.029 -2.598 1.860
H 6.707 -3.155 1.764
C -16.075 -1.766 4.653
C -15.097 -0.613 4.630
O -14.788 -0.049 3.594
N -14.562 -0.223 5.818
C -14.805 -0.773 7.137
H -16.402 -1.948 3.634
H -15.605 -2.669 5.043
H -16.944 -1.529 5.268
H -13.919 0.548 5.736
H -15.214 -0.011 7.802
H -13.878 -1.148 7.575
H -15.513 -1.593 7.079
```

Calculated values
total charge: -1
HOMO-LUMO gap: 5.95 eV
E_HOMO: -4.530 eV
calculated total energy: -57876.203 eV
multiplicity: 1

[2]
# C24H52NO16S

A molecular structure, C24H52NO16S in a non-equilibrium geometry (ωB97M-V/def2-TZVPD, the Open Molecules 2025 dataset).

XYZ file:
```
94
C24H52NO16S ωB97M-V/def2-TZVPD
N -1.097 0.589 -0.413
H -1.134 -0.366 -0.609
H -1.694 1.076 -1.049
H -0.235 0.910 -0.382
H -1.476 0.732 0.412
S -4.222 -0.813 -0.174
O -4.698 -0.986 -1.585
O -3.101 -1.610 0.026
O -3.735 0.516 -0.052
O -5.247 -1.112 0.785
O -0.061 0.812 1.052
C 0.729 1.536 1.465
O 1.140 1.530 2.758
C 0.617 0.527 3.637
C 1.648 0.356 4.722
C 1.310 2.652 0.717
H 0.379 -0.492 3.310
H -0.187 1.019 4.002
H 2.590 0.200 4.382
H 1.464 -0.462 5.467
H 1.531 1.438 5.112
H 2.422 2.538 0.722
H 0.984 3.618 0.969
H 1.083 2.549 -0.380
O 0.667 -2.118 0.136
C 0.467 -2.610 1.309
O 1.415 -2.838 2.132
C 2.643 -2.247 2.022
C 3.576 -2.901 3.098
C -0.859 -3.305 1.565
H 2.461 -1.243 1.959
H 3.049 -2.489 1.027
H 3.879 -3.951 2.791
H 3.155 -2.761 4.137
H 4.534 -2.415 3.084
H -0.954 -3.813 2.641
H -1.198 -3.862 0.698
H -1.628 -2.439 1.763
O -1.421 4.850 -1.060
C -1.785 3.722 -1.297
O -1.813 3.038 -2.410
C -1.009 3.682 -3.488
C -1.235 2.817 -4.738
C -2.673 3.083 -0.269
H 0.097 3.789 -2.979
H -1.248 4.736 -3.686
H -2.284 2.793 -5.074
H -1.046 1.734 -4.446
H -0.639 3.172 -5.548
H -2.334 3.448 0.730
H -2.428 1.974 -0.173
H -3.801 2.991 -0.464
O -0.128 -0.020 -3.123
C -0.709 -0.838 -3.882
O -0.186 -1.639 -4.730
C 1.127 -1.660 -5.200
C 1.380 -3.000 -5.861
C -2.209 -0.841 -3.540
H 1.701 -1.445 -4.326
H 1.225 -0.944 -5.957
H 0.818 -3.739 -5.299
H 2.469 -3.289 -6.133
H 0.829 -2.948 -6.989
H -2.816 -1.060 -4.502
H -2.673 -0.108 -3.105
H -2.483 -1.462 -2.869
O 1.585 2.481 -1.357
C 2.413 2.132 -2.162
O 3.475 1.365 -1.907
C 3.381 0.596 -0.730
C 4.650 -0.306 -0.589
C 2.307 2.540 -3.639
H 2.604 -0.142 -0.847
H 3.376 1.228 0.012
H 5.632 0.196 -0.434
H 4.767 -0.802 -1.650
H 4.543 -1.219 0.080
H 3.386 3.065 -3.639
H 1.543 3.279 -3.950
H 2.500 1.725 -4.285
O -3.376 0.554 5.013
C -3.093 -0.245 4.042
O -2.251 -1.210 4.200
C -1.789 -1.574 5.513
C -0.930 -2.790 5.478
C -3.353 0.079 2.531
H -2.703 -1.765 6.180
H -1.109 -0.754 5.935
H -0.155 -2.679 4.803
H -1.520 -3.633 5.066
H -0.594 -3.105 6.413
H -2.361 -0.100 2.192
H -3.886 1.030 2.523
H -3.989 -0.549 2.366
```

Calculated values
total charge: -1
HOMO-LUMO gap: 5.15 eV
E_HOMO: -3.346 eV
calculated total energy: -70803.072 eV
ΔE to the lowest compared entry with this formula, charge and spin: 20.05 kcal/mol
multiplicity: 1